The following is a quantum chemistry calculation of an isolated molecule of C11H13N2P in a non-equilibrium geometry, from the OMol25 dataset.

## Properties
relative energy (zero: lowest compared OMol25 entry of this formula, charge and spin)	0.000	eV
lowest unoccupied orbital energy	0.78	eV
Kohn-Sham gap	9.1143	eV
SMILES	CCn1nc(-c2ccccc2)pc1C
multiplicity	1
F_max	0.087	hartree/bohr

XYZ file:
```
27
Properties=species:S:1:pos:R:3:forces:R:3
C -1.40142 -1.65379 -2.19443 -0.870 0.751 -2.911
C -0.10666 -1.88529 -1.50549 0.397 0.710 -0.908
N -0.16264 -1.29139 -0.23005 1.201 0.702 4.233
N -0.27749 0.03744 -0.15342 -0.641 0.544 -0.908
C 0.04447 0.52505 1.02592 0.232 -1.014 -0.981
C 0.05948 1.96812 1.20403 -0.608 0.653 -1.207
C -0.71382 2.84254 0.41697 -1.039 -1.868 0.010
C -0.59882 4.18876 0.64831 -1.292 -0.757 -1.473
C 0.31657 4.76866 1.46647 0.171 -0.167 -0.562
C 1.01775 3.91945 2.26397 0.651 0.507 1.187
C 0.86901 2.53510 2.14212 0.710 0.113 2.545
P 0.66761 -0.68087 2.12039 0.118 -0.469 1.076
C 0.35170 -1.85483 0.92528 -0.572 -1.660 -1.431
C 0.43331 -3.43223 0.99674 -0.697 3.104 1.498
H -2.19067 -1.77220 -1.48521 -0.670 -0.055 0.447
H -1.49744 -0.61029 -2.65642 0.228 -1.439 0.804
H -1.59423 -2.38984 -3.02684 0.347 0.704 0.766
H 0.07934 -2.92938 -1.37292 0.285 -0.379 -0.250
H 0.75057 -1.37070 -1.95015 -0.084 -0.552 -0.700
H -1.52878 2.38111 -0.24910 1.471 1.007 0.966
H -1.36236 4.73439 0.19002 -0.698 1.382 -0.971
H 0.49226 5.82265 1.40847 -0.152 0.462 0.515
H 1.53972 4.49438 3.04166 0.468 -1.213 -0.065
H 1.22938 1.86772 2.95632 0.333 0.602 -0.825
H 1.42493 -3.71233 1.25473 0.887 -0.475 -0.132
H 0.06853 -3.83922 0.08552 -0.169 -0.741 -0.261
H -0.19474 -3.66278 1.86674 -0.008 -0.452 -0.465
```
Positions in Å, forces in eV/Å.